Here is 2 unconnected molecules or ions with the total composition C3H4N3O4 in a non-equilibrium geometry from the OMol25 dataset. Energies are from ωB97M-V/def2-TZVPD.

## Properties
HOMO (alpha / beta) = -0.107 / -0.116 Eh
Energy = -15826.179 eV

The geometry in ORCA input format:
```
! wB97M-V def2-TZVPD RIJCOSX def2/J DEFGRID3
* xyz -1 3
C 1.0358 -1.1683 0.6128
C 0.6401 -0.2212 -0.2803
C 0.7427 1.1539 -0.8432
N -0.2528 0.1332 -1.1553
N -2.7029 0.1006 0.4233
N 2.1275 -1.1130 1.4932
O -2.9141 -0.1653 -0.7685
O 3.0033 -0.2289 1.3411
O -1.1659 -0.2075 -1.9484
O 2.2477 -2.0175 2.3697
H 0.1688 -1.8175 0.7332
H 1.4067 1.3384 -1.5664
H 0.3694 1.9188 -0.2597
H -2.2491 -0.7246 0.9378
*
```